No. 1
Entry from the Open Molecules 2025 dataset: a cluster of 2 separate species, C42H22F15O2Si in total at a distorted geometry (ωB97M-V/def2-TZVPD).

```
82
Properties=species:S:1:pos:R:3
F 1.1949 -7.5281 0.9157
C 0.3949 -6.4482 0.8392
C -0.2777 -5.9834 1.9704
F -0.0864 -6.5925 3.1556
C -1.1257 -4.8813 1.8689
F -1.7546 -4.4631 2.9988
C -1.3222 -4.1933 0.6692
Si -2.3060 -2.6091 0.5220
C -3.6898 -2.5544 1.7663
C -3.9869 -1.4451 2.5534
F -3.1506 -0.3659 2.5054
C -5.1366 -1.3723 3.3345
F -5.4432 -0.2358 3.9902
C -6.0079 -2.4589 3.3884
F -7.0836 -2.4387 4.1979
C -5.7582 -3.5674 2.5810
F -6.6342 -4.5876 2.5390
C -4.6304 -3.5850 1.7711
F -4.4956 -4.6058 0.8835
C -0.9378 -1.3739 0.3780
C -0.1466 -0.8386 1.4041
F -0.0573 -1.4600 2.6047
C 0.6123 0.3071 1.2141
F 1.3623 0.7806 2.2442
C 0.5661 0.9425 -0.0231
F 1.1138 2.1436 -0.2697
C -0.0960 0.3655 -1.0895
F -0.2428 1.0142 -2.2583
C -0.6769 -0.8732 -0.8979
F -0.9718 -1.5568 -2.0338
O -3.2713 -2.2649 -0.8714
C -3.8598 -1.1381 -1.2514
C -3.7609 0.1524 -0.7461
C -4.8434 1.0040 -1.2914
C -5.6534 0.0661 -2.2576
C -4.8858 -1.2593 -2.3419
C -0.5768 -4.6473 -0.4162
F -0.6058 -3.9524 -1.5822
C 0.2474 -5.7647 -0.3660
F 0.9234 -6.1508 -1.4622
H -3.0455 0.5105 -0.0250
H -5.5043 1.4535 -0.5239
H -4.4276 1.8203 -1.9016
H -6.6756 -0.1078 -1.8961
H -5.7253 0.5381 -3.2438
H -4.4207 -1.3825 -3.3350
H -5.5185 -2.1477 -2.2152
C 2.0675 7.0846 -3.8246
C 1.9530 7.8619 -2.6688
C 2.7629 7.5950 -1.5670
C 3.6472 6.5154 -1.6468
O 4.1817 5.9576 -0.4659
C 3.2793 5.4871 0.4821
C 3.0894 4.1082 0.6156
C 2.0195 3.7074 1.3803
C 0.9085 4.5641 1.6552
C -0.4218 4.0858 1.9458
C -1.0866 4.6679 3.0924
C -1.0868 3.8650 4.2607
C -1.1783 4.4332 5.5245
C -1.4909 5.7928 5.6497
C -1.7585 6.5524 4.4977
C -1.5487 6.0126 3.2279
C 1.2767 5.9398 1.7259
C 2.4902 6.3716 1.2389
C 3.8025 5.7517 -2.8112
C 2.9792 6.0289 -3.9022
H 1.3931 7.2687 -4.6580
H 1.2234 8.6712 -2.6002
H 2.6660 8.1497 -0.6305
H 3.7291 3.4035 0.0794
H 1.9752 2.6978 1.7506
H -0.8386 3.1892 1.4670
H -0.8542 2.8063 4.1122
H -0.9519 3.8289 6.4114
H -1.5331 6.2589 6.6381
H -2.0646 7.6026 4.5952
H -1.6842 6.6218 2.3342
H 0.5836 6.6796 2.1333
H 2.7921 7.4164 1.3427
H 4.4768 4.8945 -2.7813
H 3.0425 5.3915 -4.7884
```

Total energy ... -96633.449 eV
2S+1 ... 1
Net charge ... +1
Relative energy (zero: lowest compared OMol25 entry of this formula, charge and spin) ... 39.6 kcal/mol
F_max ... 3.1 eV/Å
Kohn-Sham gap ... 4.4 eV

Here are the Mulliken charges for atoms 1 to 5, given in e: -0.27 0.65 0.07 -0.28 0.49

***

No. 2
Entry from the Open Molecules 2025 dataset: an isolated molecule of H2N2O3 at a distorted geometry (ωB97M-V/def2-TZVPD).

```
7
Properties=species:S:1:pos:R:3
O -2.1216 -1.0317 0.7220
N -1.0012 -0.7057 0.8490
O -0.3908 -0.6953 1.8851
N -0.4587 -0.0988 -0.2224
O 0.9044 0.2222 -0.1098
H -0.8745 -0.2844 -1.0471
H 0.8767 0.0899 0.8751
```

Total energy ... -9149.571 eV
2S+1 ... 1
Relative energy (zero: lowest compared OMol25 entry of this formula, charge and spin) ... 15.4 kcal/mol
SMILES ... O=[N+]([O-])NO
F_max ... 4.0 eV/Å
Kohn-Sham gap ... 11.0 eV

Here are the Mulliken charges for atoms 1 to 5, given in e: -0.64 1.26 -0.72 -0.18 -0.37

***

No. 3
Entry from the Open Molecules 2025 dataset: the ion C4H12N3 with charge +1 at a distorted geometry (ωB97M-V/def2-TZVPD).

```
19
Properties=species:S:1:pos:R:3
N -1.1936 -0.7013 2.6134
C -1.3511 -1.0234 1.3145
N -1.1119 -0.2609 0.2209
C -0.3576 1.0571 0.0680
C 1.1181 1.0305 -0.1473
C 1.2305 0.4215 -1.6207
N 0.5202 -0.8780 -1.6915
H -1.0510 -1.4263 3.3588
H -1.6013 0.2814 3.0367
H -1.5594 -2.0966 1.1574
H -0.7303 -0.9715 -0.5215
H -0.8185 1.4657 -0.9036
H -0.6106 1.6116 1.0133
H 1.5306 2.0352 -0.1991
H 1.7880 0.6958 0.6505
H 2.2316 0.2557 -1.9094
H 0.7632 1.1268 -2.3080
H 0.0380 -0.9090 -2.4866
H 1.1653 -1.7143 -1.6456
```

Total energy ... -8805.140 eV
2S+1 ... 1
Net charge ... +1
Relative energy (zero: lowest compared OMol25 entry of this formula, charge and spin) ... 59.8 kcal/mol
SMILES ... N/C=[NH+]\CCCN
F_max ... 4.9 eV/Å
Kohn-Sham gap ... 9.9 eV

Here are the Mulliken charges for atoms 1 to 5, given in e: -0.41 0.14 -0.19 -0.51 -0.48

***

No. 4
Entry from the Open Molecules 2025 dataset: a structure of composition C30H16Br4Cl5NO2PRu at a distorted geometry (ωB97M-V/def2-TZVPD).

```
60
Properties=species:S:1:pos:R:3
Ru 0.0024 1.3386 0.8923
Br 5.6537 1.4299 4.9827
C 3.9280 1.1353 4.2977
C 2.9900 0.3616 5.0326
Br 3.4794 -0.3581 6.7002
C 1.7220 0.1327 4.5419
Br 0.4220 -0.8696 5.4535
C 1.3379 0.6815 3.2981
O 0.1583 0.5634 2.8040
C 2.3039 1.4237 2.5504
O 1.9116 1.8023 1.3690
C 3.5826 1.6630 3.0689
Br 4.7626 2.6718 2.0077
N 0.7344 2.3090 -0.9138
C 0.8636 1.6111 -2.1830
C 0.8971 2.3240 -3.3692
C 1.0479 1.6583 -4.5766
C 1.1797 0.2779 -4.5970
C 1.1484 -0.4343 -3.4074
C 0.9771 0.2186 -2.1901
P 0.8817 -0.6482 -0.5882
C 1.4993 -2.3220 -0.9589
C 2.8798 -2.5171 -0.9682
C 3.4067 -3.7653 -1.2592
C 2.5572 -4.8311 -1.5250
C 1.1826 -4.6461 -1.5011
C 0.6518 -3.3948 -1.2194
C -0.9048 -0.8709 -0.3357
C -1.8910 -0.7102 -1.3172
C -3.2232 -0.8535 -0.9846
C -3.5921 -1.1785 0.3205
C -2.6274 -1.3782 1.2904
C -1.2825 -1.2213 0.9681
H 0.3434 3.2312 -1.0705
H 1.6780 2.4445 -0.5425
H 0.7995 3.4034 -3.3495
H 1.0685 2.2213 -5.5004
H 1.3013 -0.2440 -5.5368
H 1.2497 -1.5124 -3.4215
H 3.5423 -1.6883 -0.7443
H 4.4792 -3.9094 -1.2676
H 2.9678 -5.8085 -1.7427
H 0.5193 -5.4776 -1.7016
H -0.4222 -3.2555 -1.2017
H -1.6066 -0.4469 -2.3280
H -3.9853 -0.7025 -1.7393
H -4.6409 -1.2730 0.5740
H -2.9089 -1.6276 2.3051
H -0.5294 -1.3924 1.7259
Cl -1.9695 2.5226 -1.9003
C -2.7979 2.3200 -0.3836
C -2.0995 1.9577 0.7824
C -2.9427 1.8857 1.9096
Cl -2.3027 1.5510 3.4694
C -4.3311 2.0527 1.8666
Cl -5.2947 1.8678 3.2836
C -4.9596 2.3543 0.6687
Cl -6.6674 2.5360 0.5910
C -4.1797 2.5037 -0.4667
Cl -4.9515 2.8826 -1.9629
```

Total energy ... -391606.622 eV
2S+1 ... 2
Relative energy (zero: lowest compared OMol25 entry of this formula, charge and spin) ... 13.1 kcal/mol
F_max ... 1.8 eV/Å
Kohn-Sham gap (alpha / beta) ... 5.2 / 6.2 eV

Here are the Mulliken charges for atoms 1 to 5, given in e: -0.58 -0.18 0.29 0.34 -0.16

***

No. 5
Entry from the Open Molecules 2025 dataset: a cluster of 3 separate species, C22H65BClN10O6P4S in total at a distorted geometry (ωB97M-V/def2-TZVPD).

```
110
Properties=species:S:1:pos:R:3
C -1.0084 0.2595 -2.0904
C -2.2430 0.6851 -2.9642
N -2.5927 -0.4380 -3.8283
P -3.7568 -0.1270 -5.1602
O -2.4222 0.6720 -5.9723
C -4.7439 0.0012 -6.8143
C -3.8967 -0.3671 -8.0483
C -3.5136 0.8717 -8.9011
Cl -4.1806 0.7312 -10.5892
O -4.3379 1.3908 -4.5712
C -5.6284 1.2508 -4.0490
P -5.8895 2.6617 -2.8625
S -6.9234 4.1034 -3.7370
C -5.9515 -0.2357 -3.6171
C -7.4640 -0.3676 -3.9470
C -8.1308 -1.7493 -3.6730
N -8.7322 -1.8209 -2.3430
N -7.2523 -2.8982 -3.9686
N -9.2934 -1.8705 -4.6002
B -5.6266 -0.6650 -2.0993
C -4.8302 -2.0064 -1.7617
O -6.0634 0.0870 -0.9885
O -5.0576 -1.0130 -4.3975
H -1.2879 -0.1862 -1.1321
H -0.3411 1.1258 -1.9831
H -0.4415 -0.4559 -2.6994
H -3.0720 0.9080 -2.2559
H -1.9267 1.5651 -3.5212
H -2.8817 -1.2219 -3.2558
H -3.2852 -1.3879 -5.6984
H -2.6721 1.5786 -6.1790
H -5.1317 1.0317 -6.8968
H -5.5717 -0.7185 -6.7527
H -3.0298 -0.9928 -7.8201
H -4.5423 -0.9666 -8.7064
H -2.4357 1.0376 -8.9477
H -3.9560 1.7787 -8.4823
H -6.2883 1.5015 -4.8964
H -6.5967 2.2856 -1.7058
H -4.6086 3.1467 -2.5249
H -7.5995 -0.1507 -5.0143
H -7.9976 0.3818 -3.3454
H -9.5200 -2.4561 -2.3911
H -8.0585 -2.1502 -1.6606
H -7.6179 -3.3500 -4.8011
H -7.4269 -3.5821 -3.2383
H -9.8951 -1.0702 -4.4245
H -8.9336 -1.8088 -5.5461
H -5.3238 -2.4489 -0.8776
H -3.7790 -1.8066 -1.5212
H -4.9321 -2.7467 -2.5611
H -5.3246 0.4331 -0.4775
O 2.1982 -0.0870 0.2756
P 3.5117 0.6567 0.4267
N 2.8758 2.2586 0.2289
C 3.6075 3.4316 -0.2086
C 1.8873 2.6563 1.2284
N 4.1873 0.0953 -1.0704
C 4.4868 0.9868 -2.1731
C 3.6488 -1.1583 -1.5929
N 5.1026 1.2311 0.9184
C 6.2298 0.2920 0.7294
C 5.1085 1.5618 2.3695
H 4.3140 3.8119 0.5438
H 2.9026 4.2378 -0.4274
H 4.1517 3.2706 -1.1327
H 2.3574 3.0302 2.1502
H 1.2425 1.8206 1.4971
H 1.2409 3.4450 0.8371
H 3.5903 1.4827 -2.5653
H 4.9495 0.4314 -2.9930
H 5.2307 1.7348 -1.8885
H 2.6868 -1.0179 -2.0977
H 3.5138 -1.8883 -0.7975
H 4.3506 -1.5966 -2.3085
H 6.0303 -0.6888 1.1677
H 7.1290 0.7021 1.1959
H 6.4731 0.1592 -0.3201
H 4.8913 0.6881 2.9872
H 4.3681 2.3284 2.6036
H 6.0763 1.9651 2.6687
O 4.7116 0.1105 5.4404
P 4.9198 -0.2620 6.8923
N 6.3411 -1.2343 6.7282
C 6.8262 -2.2199 7.6761
C 7.4813 -0.5614 6.1083
N 3.5235 -1.2678 7.0705
C 3.6152 -2.6753 7.4063
C 2.4529 -1.0680 6.0952
N 5.0568 -0.0995 8.6375
C 3.8120 0.2229 9.3710
C 6.0149 0.9827 8.9853
H 7.2411 -1.7769 8.5924
H 7.6215 -2.8086 7.2124
H 6.0680 -2.9406 7.9622
H 8.0554 0.0339 6.8327
H 7.1579 0.1057 5.3100
H 8.1604 -1.2899 5.6602
H 4.1460 -3.2543 6.6403
H 2.6160 -3.1025 7.5184
H 4.0913 -2.8221 8.3785
H 2.6650 -1.5608 5.1398
H 2.2882 -0.0100 5.9046
H 1.5135 -1.4680 6.4849
H 3.2975 1.0911 8.9527
H 4.0481 0.4317 10.4168
H 3.1226 -0.6149 9.3833
H 5.6819 1.9561 8.6147
H 7.0030 0.7828 8.5679
H 6.1406 1.0478 10.0656
```

Total energy ... -112244.101 eV
2S+1 ... 1
Net charge ... -1
Relative energy (zero: lowest compared OMol25 entry of this formula, charge and spin) ... 0.0 kcal/mol
F_max ... 7.4 eV/Å
Kohn-Sham gap ... 5.6 eV

Here are the Mulliken charges for atoms 1 to 5, given in e: -1.32 0.58 -0.59 0.66 -0.76

***

No. 6
Entry from the Open Molecules 2025 dataset: a structure of composition C23H54AlBrCl2O8P (ωB97M-V/def2-TZVPD).

```
90
Properties=species:S:1:pos:R:3
C 5.6744 0.8372 0.1305
C 4.8455 1.3387 -1.0421
Cl 4.0035 2.8516 -0.5477
C 3.8050 0.3681 -1.5912
Cl 4.6952 -1.1419 -2.0767
Al 2.2476 0.0040 -0.3034
C 0.7009 1.2114 -0.6420
C 0.5593 2.1266 -1.6983
C -0.6013 2.8899 -1.8572
C -1.6477 2.7408 -0.9473
C -1.5249 1.8681 0.1272
C -0.3676 1.1175 0.2600
P 1.5730 -2.2750 -0.6802
O -0.0027 -2.4086 -0.1524
Br 2.7492 -3.3205 0.9985
H 5.0463 0.6935 1.0101
H 6.4344 1.5820 0.3732
H 6.1538 -0.1056 -0.1225
H 5.5402 1.6379 -1.8313
H 3.4493 0.7761 -2.5394
H 2.7736 0.1818 1.2145
H 1.3588 2.2436 -2.4237
H -0.6937 3.5750 -2.6921
H -2.5522 3.3208 -1.0825
H -2.3297 1.7730 0.8466
H -0.2647 0.4456 1.1104
H -0.2159 -1.8068 0.5724
C 3.7969 2.7197 3.9816
C 2.4603 2.1928 3.4911
O 2.0007 2.8730 2.3354
H 3.7276 3.7860 4.2090
H 4.1290 2.1859 4.8731
H 4.5583 2.5886 3.2110
H 1.6878 2.3253 4.2522
H 2.5441 1.1213 3.2729
H 2.6879 2.7526 1.6661
C -5.7652 0.1029 -1.5931
C -4.5959 1.0100 -1.2845
O -4.9537 2.3315 -0.8666
H -6.4061 0.5039 -2.3800
H -5.3826 -0.8676 -1.9097
H -6.3913 -0.0416 -0.7081
H -3.9678 1.1258 -2.1655
H -3.9883 0.5363 -0.5096
H -5.4900 2.2649 -0.0714
C -0.4161 -0.9449 4.9840
C -1.4704 -0.3637 4.0610
O -1.9294 -1.3166 3.1043
H 0.4292 -1.3138 4.4027
H -0.0547 -0.1940 5.6883
H -0.8223 -1.7843 5.5555
H -1.0527 0.4592 3.4819
H -2.3195 0.0213 4.6378
H -2.3116 -2.0592 3.5809
C 7.9083 0.1277 5.8014
C 6.5640 -0.3344 5.2673
O 6.1585 0.3907 4.1167
H 7.8743 1.1914 6.0392
H 8.1853 -0.4247 6.7009
H 8.6917 -0.0227 5.0547
H 5.7819 -0.1709 6.0082
H 6.5955 -1.4065 5.0431
H 6.8165 0.2563 3.4275
C 3.0405 -3.9168 -5.9764
C 1.9847 -3.1400 -5.2060
O 2.1529 -3.2304 -3.8053
H 3.0260 -4.9663 -5.6796
H 2.8732 -3.8538 -7.0540
H 4.0365 -3.5229 -5.7613
H 0.9922 -3.5417 -5.4122
H 1.9941 -2.0889 -5.5214
H 3.0076 -2.8585 -3.5568
C -8.9115 3.1083 -4.2186
C -8.5116 1.6652 -4.4600
O -9.2827 0.7583 -3.6758
H -8.7983 3.3567 -3.1635
H -8.2956 3.7906 -4.8057
H -9.9577 3.2701 -4.4919
H -7.4749 1.5060 -4.1700
H -8.6108 1.4105 -5.5210
H -10.2063 0.8691 -3.9194
C -3.4182 -4.1812 0.2023
C -3.5224 -3.5261 -1.1635
O -3.0006 -2.2085 -1.1688
H -3.9419 -3.5810 0.9474
H -3.8486 -5.1847 0.1917
H -2.3735 -4.2589 0.5103
H -4.5670 -3.4350 -1.4652
H -3.0070 -4.1377 -1.9134
H -2.0689 -2.2493 -0.9146
```

Total energy ... -152082.360 eV
2S+1 ... 1
Net charge ... -1
Relative energy (zero: lowest compared OMol25 entry of this formula, charge and spin) ... 0.0 kcal/mol
F_max ... 0.8 eV/Å
Kohn-Sham gap ... 6.6 eV

Here are the Mulliken charges for atoms 1 to 5, given in e: -1.24 0.17 -0.19 -0.24 -0.31

***

Q: total energy of number 5 (C22H65BClN10O6P4S)?
A: -112244.101 eV

***

Repeat the second record exactly.
Entry from the Open Molecules 2025 dataset: an isolated molecule of H2N2O3 at a distorted geometry (ωB97M-V/def2-TZVPD).

```
7
Properties=species:S:1:pos:R:3
O -2.1216 -1.0317 0.7220
N -1.0012 -0.7057 0.8490
O -0.3908 -0.6953 1.8851
N -0.4587 -0.0988 -0.2224
O 0.9044 0.2222 -0.1098
H -0.8745 -0.2844 -1.0471
H 0.8767 0.0899 0.8751
```

Total energy ... -9149.571 eV
2S+1 ... 1
Relative energy (zero: lowest compared OMol25 entry of this formula, charge and spin) ... 15.4 kcal/mol
SMILES ... O=[N+]([O-])NO
F_max ... 4.0 eV/Å
Kohn-Sham gap ... 11.0 eV

Here are the Mulliken charges for atoms 1 to 5, given in e: -0.64 1.26 -0.72 -0.18 -0.37

***

Q: Look up the relative energy (zero: lowest compared OMol25 entry of this formula, charge and spin) of the fifth one.
A: 0.0 kcal/mol